1.
A cluster of 2 separate species, C5H15N2 in total at a distorted geometry. Source: the OMol25 dataset; level of theory: ωB97M-V/def2-TZVPD.

Computed properties:
Energy relative to the best compared isomer or geometry (same formula, charge and spin)   1.379 eV
Spin multiplicity   2
F_max   2.2 eV Å⁻¹
⟨S²⟩   0.754
Total energy   -308.8905 a.u.
Frontier orbital gap (alpha / beta)   9.9 / 8.0 eV
Net charge   0

Cartesian coordinates (Å):
C: 0.89032 -1.48968 0.35262
N: -0.26704 -0.70369 0.68896
C: -2.94851 -0.20495 -0.55623
C: -3.15973 1.03097 0.31504
C: 1.68708 -0.75144 -0.78608
N: 1.57278 0.76383 -0.61555
C: 2.52373 1.24369 0.36821
H: 0.76713 -2.49148 -0.06916
H: 1.58538 -1.51329 1.20528
H: -1.97748 -0.10896 -1.00964
H: -2.90330 -1.13686 0.01790
H: -3.74896 -0.24640 -1.33516
H: -3.18621 1.97313 -0.21272
H: -4.16526 0.99712 0.81373
H: -2.48512 1.09713 1.16227
H: 2.74283 -1.01149 -0.74780
H: 1.34159 -0.85158 -1.80833
H: 0.63629 0.74140 -0.13114
H: -0.29047 -0.68928 1.71017
H: 2.46614 0.73327 1.33006
H: 3.57397 1.12295 0.00825
H: 2.44251 2.33473 0.60168

2.
A structure of composition C15H29N3O3S3SiZn. Source: the OMol25 dataset; level of theory: ωB97M-V/def2-TZVPD.

Computed properties:
Energy relative to the best compared isomer or geometry (same formula, charge and spin)   0.423 eV
Spin multiplicity   1
F_max   0.4 eV Å⁻¹
Total energy   -4242.4712 a.u.
Frontier orbital gap   8.0 eV
Net charge   0

Cartesian coordinates (Å):
Zn: 0.06405 0.72318 -0.08346
C: 1.29594 -2.26971 0.45794
C: 2.37100 -1.18508 0.50751
N: 1.86175 0.09148 1.00595
C: 1.75340 0.25618 2.45666
C: 0.57817 -0.47291 3.11312
S: -1.02796 -0.27335 2.27343
C: -1.43150 -1.98512 1.82436
C: -1.16073 -2.35317 0.35930
N: 0.06826 -1.76615 -0.13514
H: 1.07505 -2.62238 1.46539
H: 1.70184 -3.13233 -0.08260
H: 2.73878 -1.00906 -0.50395
H: 3.21215 -1.54147 1.11428
H: 2.42155 0.85701 0.64618
H: 1.64358 1.32519 2.64139
H: 2.67125 -0.08081 2.95516
H: 0.46494 -0.07546 4.12075
H: 0.76240 -1.54143 3.21137
H: -2.49311 -2.11666 2.03328
H: -0.90117 -2.63903 2.51653
H: -1.97002 -1.97206 -0.26337
H: -1.18063 -3.44931 0.28021
H: 0.11609 -1.76482 -1.14748
C: -1.80388 -1.52731 -6.18031
Si: -1.17729 0.10796 -5.52383
C: -2.00027 1.50081 -6.46312
C: 0.65519 0.20995 -5.80361
C: -1.78576 0.24620 -3.73895
C: -3.16495 0.26803 -3.57750
C: -3.76958 0.40572 -2.32870
C: -2.93954 0.50339 -1.23705
N: -1.61319 0.45209 -1.35065
C: -1.01181 0.35586 -2.55958
S: 0.72970 0.40231 -2.47191
H: -1.55751 -1.63409 -7.23973
H: -2.88807 -1.61365 -6.07775
H: -1.34959 -2.36312 -5.64317
H: -1.74134 1.45597 -7.52399
H: -1.67067 2.46799 -6.07650
H: -3.08884 1.46329 -6.38269
H: 0.83049 0.14577 -6.88192
H: 1.19403 -0.59916 -5.31066
H: 1.06648 1.14981 -5.43559
H: -3.80323 0.19144 -4.45310
H: -4.84343 0.44253 -2.21539
H: -3.32329 0.63278 -0.23088
C: -0.12415 4.91837 0.37822
S: 0.12239 3.28117 0.97268
O: 0.49711 3.38240 2.36594
O: -1.11971 2.52662 0.72458
O: 1.16660 2.67160 0.11499
H: -0.80363 5.42127 1.06223
H: -0.54357 4.86941 -0.62348
H: 0.84288 5.41543 0.36781

3.
An isolated molecule of C3H7NP2 at a distorted geometry. Source: the OMol25 dataset; level of theory: ωB97M-V/def2-TZVPD.

Computed properties:
Energy relative to the best compared isomer or geometry (same formula, charge and spin)   0.693 eV
Spin multiplicity   1
SMILES   CP1#P=CCN1
F_max   5.8 eV Å⁻¹
Total energy   -855.8910 a.u.
Frontier orbital gap   7.9 eV
Net charge   0

Cartesian coordinates (Å):
C: -0.31224 1.71138 0.28701
C: 0.72479 1.23315 -0.65267
C: -0.34293 -1.88136 0.98828
N: 0.60676 -0.12469 -1.09808
P: -1.83633 0.57319 0.48937
P: -0.91580 -1.07065 -0.66471
H: -0.34571 2.71703 0.78893
H: 0.83144 1.94075 -1.48320
H: 1.66534 1.39415 -0.06105
H: -1.18374 -2.59647 1.24733
H: -0.01515 -1.04010 1.59278
H: 0.46713 -2.55079 0.69498
H: 0.65644 -0.30560 -2.12898

4.
A structure of composition C12H30F6Li2N3O20P2S6 at a distorted geometry. Source: the OMol25 dataset; level of theory: ωB97M-V/def2-TZVPD.

Computed properties:
Energy relative to the best compared isomer or geometry (same formula, charge and spin)   0.000 eV
Spin multiplicity   1
F_max   8.1 eV Å⁻¹
Total energy   -5830.8081 a.u.
Frontier orbital gap   9.5 eV
Net charge   -1

Cartesian coordinates (Å):
Li: 9.23406 16.55326 -4.52769
Li: 10.93382 18.44256 -3.15631
N: 10.07801 18.21195 -4.96023
S: 10.70111 17.75638 -6.47875
O: 11.58273 18.71038 -7.11219
O: 9.72943 17.01898 -7.20592
F: 11.65470 16.60122 -5.98214
S: 9.41372 19.51152 -5.58240
O: 8.36858 19.37637 -6.53762
O: 10.20614 20.70614 -5.62396
F: 8.53130 19.76498 -4.24506
N: 8.07518 16.42872 -2.96108
S: 8.76453 16.91316 -1.51232
O: 7.93901 17.22004 -0.38198
O: 9.98829 17.68405 -1.60332
F: 9.26652 15.49762 -0.97907
S: 6.67153 17.12233 -2.76647
O: 6.65891 18.48980 -2.31729
O: 5.55671 16.27769 -2.44609
F: 6.43233 17.32596 -4.37490
N: 9.95859 14.70658 -4.47986
S: 11.37957 14.43504 -3.64566
O: 12.63865 14.34957 -4.32953
O: 11.25058 13.64552 -2.45086
F: 11.29624 15.90968 -2.99623
S: 10.12634 13.58420 -5.54058
O: 10.22870 12.27159 -4.96813
O: 10.90228 13.85950 -6.71311
F: 8.63343 13.60420 -6.05253
C: 16.33684 19.05628 0.23793
C: 15.91523 18.37267 -1.04751
O: 15.39116 19.31852 -2.00563
P: 14.35470 18.98613 -3.15551
O: 13.10804 18.38548 -2.73912
O: 14.16945 20.35204 -3.94407
C: 15.32062 21.22741 -4.02392
C: 15.07298 22.19192 -5.15360
O: 15.26969 18.10419 -4.14250
C: 14.65977 17.51871 -5.33243
C: 15.44336 18.03906 -6.52728
H: 15.72398 19.86573 0.63039
H: 16.23683 18.25186 0.97158
H: 17.35141 19.43069 0.12472
H: 16.77133 17.96837 -1.60070
H: 15.24728 17.51128 -0.96727
H: 15.35461 21.75657 -3.06691
H: 16.31159 20.77348 -4.07153
H: 14.94694 21.68604 -6.11588
H: 14.13790 22.74810 -5.08693
H: 15.93720 22.84935 -5.26094
H: 14.77177 16.44513 -5.20906
H: 13.63035 17.86651 -5.38448
H: 16.45602 17.63629 -6.54017
H: 14.93546 17.66702 -7.42320
H: 15.47378 19.12279 -6.62184
C: 9.57604 24.04222 -3.52723
C: 11.01910 23.50640 -3.56664
O: 11.39473 22.86659 -2.33444
P: 10.74606 21.53189 -1.82346
O: 10.88893 20.37666 -2.73575
O: 9.20823 21.83896 -1.54250
C: 8.47544 20.96850 -0.65177
C: 7.35469 21.72600 -0.00187
O: 11.35468 21.33625 -0.33825
C: 12.78727 21.31212 -0.23512
C: 13.11895 21.18117 1.24399
H: 8.90824 23.19088 -3.68466
H: 9.31420 24.48244 -2.56577
H: 9.26873 24.71196 -4.33076
H: 11.06427 22.72890 -4.32948
H: 11.65074 24.37516 -3.72827
H: 8.02339 20.19321 -1.27848
H: 9.08672 20.34920 0.00728
H: 7.55023 22.15614 0.98538
H: 7.06041 22.58802 -0.60160
H: 6.50255 21.05801 0.12767
H: 13.34096 20.51596 -0.73821
H: 13.10006 22.29225 -0.60800
H: 12.38619 21.75670 1.80904
H: 13.03512 20.12569 1.50889
H: 14.12646 21.51842 1.48375

5.
A cluster of 3 separate species, C2H8OS in total at a distorted geometry. Source: the OMol25 dataset; level of theory: ωB97M-V/def2-TZVPD.

Computed properties:
Energy relative to the best compared isomer or geometry (same formula, charge and spin)   6.345 eV
Spin multiplicity   1
F_max   2.9 eV Å⁻¹
Total energy   -554.1847 a.u.
Frontier orbital gap   3.2 eV
Net charge   0

Cartesian coordinates (Å):
C: 1.33135 -1.57331 1.71719
C: 0.38740 -1.13605 2.82062
S: -0.64134 1.92469 -2.14026
H: 2.09006 -0.82261 1.54372
H: 1.61025 -2.61523 1.78989
H: -0.08663 -0.19244 2.55923
H: 0.94076 -0.96206 3.76714
H: -0.28733 -1.96216 3.02491
H: -1.69288 2.46397 -2.75751
H: 0.20552 -0.55253 -0.72237
H: 0.32928 -1.32638 0.68704
O: -0.25930 -1.18968 -0.16109

6.
A structure of composition C14H22O11Rb at a distorted geometry. Source: the OMol25 dataset; level of theory: ωB97M-V/def2-TZVPD.

Computed properties:
Energy relative to the best compared isomer or geometry (same formula, charge and spin)   0.000 eV
Spin multiplicity   2
F_max   5.4 eV Å⁻¹
⟨S²⟩   0.758
Total energy   -1398.1765 a.u.
Frontier orbital gap (alpha / beta)   6.8 / 6.4 eV
Net charge   0

Cartesian coordinates (Å):
Rb: -2.77178 -0.29429 3.35197
O: 0.83830 -0.15325 2.17795
C: 0.18992 0.21879 1.00131
C: -0.70661 -0.97106 0.35347
O: -2.10521 -1.19783 0.71497
H: 1.01824 0.36097 0.30721
H: -0.40306 1.08558 1.29313
H: -0.21471 -1.90570 0.62290
H: -0.58355 -1.01583 -0.72863
C: -3.84839 1.67828 -1.34467
C: -3.58575 0.57746 -2.47346
C: -4.29572 -0.76473 -2.17896
O: -4.66493 -1.13071 -3.49050
C: -4.34747 -0.26872 -4.46489
O: -4.52629 -0.33312 -5.67986
O: -3.96912 0.87389 -3.82541
H: -3.30184 2.62059 -1.38257
H: -3.71293 1.26482 -0.34527
H: -4.88268 2.02049 -1.38013
H: -2.53835 0.42355 -2.73300
H: -5.17432 -0.43112 -1.62682
H: -3.67288 -1.51660 -1.69435
C: 2.77038 -5.58440 -1.41727
C: 2.47763 -4.08953 -1.18560
C: 2.36794 -3.92394 0.37757
O: 3.35611 -2.98146 0.49625
C: 4.21785 -3.03086 -0.48848
O: 5.31324 -2.47115 -0.53934
O: 3.74498 -3.72966 -1.47940
H: 3.24193 -6.15713 -0.61870
H: 3.32614 -5.87521 -2.30870
H: 1.84380 -6.15793 -1.44195
H: 1.78894 -3.50360 -1.79428
H: 2.68728 -4.80350 0.93660
H: 1.34836 -3.53859 0.38608
C: 1.31907 4.62305 0.85998
C: 1.05240 4.48721 2.38896
C: 1.26757 3.10992 3.01881
O: 1.71359 3.56226 4.30551
C: 2.21550 4.76568 4.29015
O: 2.86506 5.13204 5.25037
O: 1.95739 5.30339 3.05854
H: 1.33377 5.67178 0.56327
H: 0.59067 4.09974 0.24055
H: 2.23227 4.08337 0.60916
H: 0.04194 4.84673 2.58344
H: 1.87563 2.43013 2.42195
H: 0.30949 2.59017 3.01230

no.,molecular weight (g mol⁻¹)
1,103.19
2,489.09
3,119.04
4,918.59
5,80.15
6,451.79